Record 1
C4H13N2 | ωB97M-V/def2-TZVPD

XYZ file:
```
19
Properties=species:S:1:pos:R:3:forces:R:3
C -0.214 -1.756 0.238 -0.663 -0.545 2.799
C 0.922 -0.830 -0.170 -2.642 0.678 -0.099
C 0.854 0.366 0.734 0.346 1.734 -1.101
C -0.533 1.071 0.848 -0.891 0.118 4.601
N -1.201 1.529 -0.393 1.648 -3.032 0.844
N 0.542 -0.275 -1.520 -0.887 -1.477 -1.407
H -0.079 -2.832 0.378 0.643 0.114 -0.817
H -0.570 -1.502 1.302 0.586 -0.097 -1.562
H -1.074 -1.592 -0.369 -0.720 -0.021 -0.547
H 1.852 -1.286 -0.230 1.750 -0.757 -0.045
H 1.689 1.091 0.505 -1.002 -0.356 -0.169
H 1.118 0.047 1.686 0.318 -0.647 1.978
H -1.349 0.520 1.576 2.264 0.741 -2.093
H -0.306 1.977 1.579 -0.440 -1.502 -1.657
H -2.179 1.405 -0.243 -0.688 0.758 -0.301
H -0.826 2.414 -0.343 -0.453 2.979 -1.181
H -0.251 0.449 -1.334 -0.203 -0.665 -0.415
H 1.239 0.233 -1.999 1.599 1.075 -0.114
H 0.367 -1.029 -2.245 -0.564 0.903 1.286
```
Forces are in eV/Å.

**Spin multiplicity**: 1
**Net charge**: +1
**E_HOMO**: -14.59 eV
**DFT total energy**: -7331.6315 eV
**Structure (SMILES)**: C[C@@H]([NH3+])CCN
**Relative energy (zero: lowest compared OMol25 entry of this formula, charge and spin)**: 42.79 kcal/mol

Record 2
C4H9N3 | ωB97M-V/def2-TZVPD

XYZ file:
```
16
Properties=species:S:1:pos:R:3:forces:R:3
C -0.954 -1.292 0.328 1.026 0.083 -0.069
C -0.900 1.418 -0.025 2.172 3.417 0.252
N -1.957 -0.362 -0.098 -1.663 -2.248 -0.381
C 0.360 -0.629 -0.021 -0.711 -0.211 0.061
C 0.349 0.752 0.073 -1.710 -0.221 0.080
N 1.419 -1.372 -0.466 0.683 -0.336 0.329
N 1.544 1.478 0.252 -0.032 0.227 -0.476
H -2.602 -0.177 0.667 0.000 0.079 0.127
H 1.285 -2.366 -0.576 0.032 0.226 -0.079
H 1.697 2.224 -0.409 -0.015 0.080 0.018
H 2.379 0.927 0.387 -0.177 -0.130 -0.088
H 2.059 -0.943 -1.118 -0.085 -0.108 0.051
H -1.050 -2.229 -0.241 -0.095 0.050 -0.024
H -0.938 -1.555 1.400 -0.220 0.079 -0.102
H -0.730 2.496 -0.135 1.145 0.580 0.163
H -1.962 1.630 -0.018 -0.353 -1.568 0.139
```
Forces are in eV/Å.

**Spin multiplicity**: 1
**Net charge**: 0
**E_HOMO (alpha / beta)**: -7.61 / -6.06 eV
**DFT total energy**: -8758.5857 eV
**Relative energy (zero: lowest compared OMol25 entry of this formula, charge and spin)**: 136.96 kcal/mol

Record 3
C10H26BrN3O6STb | ωB97M-V/def2-TZVPD

XYZ file:
```
48
Properties=species:S:1:pos:R:3:forces:R:3
Tb -0.048 0.137 -0.206 -0.647 -3.631 0.836
C 2.028 -0.958 -2.948 0.045 -0.163 0.131
O 1.237 -1.214 -1.790 -0.092 0.013 -0.108
C 1.579 -2.384 -1.058 0.115 0.153 -0.272
C 2.773 -2.100 -0.192 0.211 0.077 0.193
O 2.539 -0.845 0.431 0.021 0.079 0.141
C 3.709 -0.316 1.050 -0.113 0.000 -0.048
H 2.015 -1.838 -3.591 0.031 0.012 -0.060
H 3.052 -0.708 -2.671 0.067 0.017 -0.024
H 1.576 -0.122 -3.466 -0.080 0.113 -0.053
H 1.766 -3.218 -1.733 0.008 -0.119 -0.076
H 0.708 -2.639 -0.461 -0.233 -0.038 0.116
H 3.690 -2.044 -0.779 0.117 0.004 -0.096
H 2.890 -2.891 0.551 0.070 -0.074 0.098
H 4.028 -0.943 1.886 -0.007 -0.031 0.001
H 3.474 0.683 1.412 -0.030 -0.023 -0.046
H 4.522 -0.238 0.324 0.016 -0.009 -0.014
C 0.527 -0.440 5.841 -0.054 -0.008 0.076
C -0.170 -0.672 4.504 -0.250 -0.172 0.193
S 0.917 -0.346 3.150 -0.023 -0.507 -0.743
O 0.028 -0.551 1.898 0.399 0.211 1.317
C 1.143 1.406 3.364 -0.040 0.268 -0.058
C -0.130 2.244 3.377 0.046 0.096 0.064
H -0.096 -0.841 6.639 0.022 0.019 -0.002
H 0.680 0.623 6.045 -0.048 -0.122 -0.029
H 1.495 -0.945 5.894 -0.099 0.027 -0.050
H -1.055 -0.052 4.356 -0.033 -0.065 0.095
H -0.452 -1.715 4.354 -0.037 -0.004 0.137
H 1.809 1.680 2.547 -0.006 0.154 -0.058
H 1.719 1.483 4.293 -0.023 0.068 -0.131
H -0.808 1.992 2.560 0.098 -0.058 0.009
H 0.149 3.292 3.262 -0.035 -0.025 0.020
H -0.671 2.149 4.321 0.062 -0.001 -0.066
Br -1.855 -1.409 -1.408 -0.673 -0.489 -0.387
C -4.012 -0.365 1.270 -0.124 0.167 -0.086
N -4.064 0.729 0.305 -0.032 -0.190 0.266
C -3.010 1.459 -0.043 0.380 0.004 0.052
N -3.170 2.439 -0.947 -0.088 0.038 -0.066
O -1.870 1.284 0.480 -0.309 0.125 0.167
H -4.785 -0.224 2.024 -0.002 -0.008 -0.028
H -3.042 -0.363 1.750 0.124 0.047 0.028
H -4.143 -1.321 0.772 -0.024 -0.055 -0.071
H -4.910 0.855 -0.220 -0.114 -0.014 0.008
H -4.018 2.542 -1.473 -0.016 0.016 -0.028
H -2.339 2.884 -1.291 0.070 0.030 -0.071
O -0.024 1.761 -1.654 -0.042 1.425 -1.034
N 0.469 2.480 -0.756 0.849 1.091 -0.326
O 1.293 1.825 -0.039 0.524 1.553 0.083
```
Forces are in eV/Å.

**Spin multiplicity**: 7
**Net charge**: +1
**E_HOMO (alpha / beta)**: -11.71 / -11.70 eV
**Expectation value of S²**: 12.607
**DFT total energy**: -130854.1639 eV
**Relative energy (zero: lowest compared OMol25 entry of this formula, charge and spin)**: 51.63 kcal/mol

Record 4
C9H14 | ωB97M-V/def2-TZVPD

XYZ file:
```
23
Properties=species:S:1:pos:R:3:forces:R:3
C 1.915 -2.064 0.322 0.287 -0.678 -0.735
C 3.103 -1.703 1.200 -0.141 0.739 0.202
H 1.284 -2.840 0.756 -0.047 0.133 0.181
H 1.282 -1.232 0.027 0.048 0.180 0.278
H 2.287 -2.486 -0.620 -0.072 -0.058 0.072
H 3.878 -1.179 0.637 -0.019 -0.102 -0.097
H 2.802 -0.999 1.982 0.006 -0.194 0.126
H 3.567 -2.565 1.675 -0.064 -0.089 -0.034
C -0.151 1.083 -2.526 0.870 -0.677 0.260
C -1.834 0.177 -0.865 1.300 0.462 -0.348
C -0.572 0.749 -1.120 -0.903 0.287 0.257
C -2.295 0.047 0.436 -0.290 -0.634 -0.674
C 0.193 1.124 -0.030 0.433 0.455 0.308
C -1.509 0.438 1.512 -0.065 0.592 0.139
C -0.291 1.061 1.274 -0.062 -0.779 -0.331
H -2.341 -0.188 -1.750 -0.588 0.091 0.298
H -3.284 -0.389 0.519 0.099 -0.063 0.546
H 0.578 1.894 -2.530 -0.155 0.136 0.044
H -0.989 1.352 -3.161 -0.060 -0.094 -0.044
H 1.215 1.462 -0.181 -0.172 0.338 -0.108
H -1.829 0.304 2.537 -0.253 0.056 -0.072
H 0.297 1.448 2.095 0.108 -0.152 0.022
H 0.392 0.225 -2.940 -0.261 0.051 -0.292
```
Forces are in eV/Å.

**Spin multiplicity**: 1
**Net charge**: 0
**E_HOMO**: -8.99 eV
**DFT total energy**: -9559.8732 eV
**Structure (SMILES)**: Cc1ccccc1.CC
**Relative energy (zero: lowest compared OMol25 entry of this formula, charge and spin)**: 7.11 kcal/mol